Density functional theory data (the ωB97M-V functional and the def2-TZVPD basis) for a structure of composition C28H59BrN2O20PS9.

Summary:
**Gap between HOMO and LUMO**: 7.2 eV
**Energy**: -250772.5903 eV
**Net charge**: -1

Element x y z (Å)
N1 2.763 -1.499 1.599
P1 3.296 -0.451 2.584
O1 3.566 0.980 1.923
O2 4.709 -0.747 3.279
S1 1.909 0.035 4.211
O3 1.425 1.337 3.781
O4 0.944 -1.041 4.203
N2 2.595 0.287 5.624
S2 3.453 -0.801 6.364
O5 3.587 -2.036 5.649
O6 3.173 -0.820 7.768
Br1 5.500 0.151 6.291
H1 1.868 -1.888 1.867
H2 3.786 1.630 2.620
H3 5.426 -0.599 2.647
C1 -2.616 1.121 6.321
C2 -3.817 2.021 6.003
C3 -3.361 3.470 6.211
S3 -1.584 3.479 5.887
O7 -0.903 3.826 7.111
O8 -1.328 4.242 4.686
C4 -1.423 1.729 5.594
H4 -2.777 0.092 6.002
H5 -2.430 1.113 7.398
H6 -4.117 1.874 4.963
H7 -4.678 1.789 6.630
H8 -3.831 4.175 5.531
H9 -3.497 3.800 7.239
H10 -0.456 1.404 5.964
H11 -1.468 1.569 4.519
C5 2.485 -7.745 0.654
C6 1.414 -7.381 1.694
C7 1.712 -5.957 2.181
S4 2.535 -5.133 0.808
O9 3.886 -4.815 1.187
O10 1.651 -4.139 0.253
C8 2.582 -6.547 -0.284
H12 2.232 -8.654 0.109
H13 3.446 -7.904 1.149
H14 0.427 -7.409 1.227
H15 1.405 -8.081 2.529
H16 0.817 -5.391 2.426
H17 2.402 -5.935 3.023
H18 3.488 -6.499 -0.877
H19 1.713 -6.486 -0.940
C9 -3.231 -2.935 -1.183
C10 -1.807 -2.589 -1.641
C11 -0.928 -3.810 -1.343
S5 -2.007 -5.237 -1.438
O11 -2.099 -5.865 -0.140
O12 -1.684 -6.048 -2.591
C12 -3.520 -4.324 -1.739
H20 -3.960 -2.210 -1.538
H21 -3.273 -2.956 -0.091
H22 -1.810 -2.377 -2.711
H23 -1.425 -1.706 -1.136
H24 -0.124 -3.950 -2.060
H25 -0.507 -3.781 -0.342
H26 -4.341 -4.847 -1.254
H27 -3.677 -4.294 -2.818
C13 -4.689 2.539 -3.764
C14 -4.228 2.095 -5.158
C15 -3.338 0.859 -4.974
S6 -3.903 0.059 -3.464
O13 -2.856 0.132 -2.478
O14 -4.530 -1.203 -3.778
C16 -5.152 1.273 -3.051
H28 -5.490 3.275 -3.824
H29 -3.854 2.984 -3.218
H30 -5.100 1.838 -5.762
H31 -3.694 2.884 -5.678
H32 -3.420 0.143 -5.788
H33 -2.295 1.125 -4.815
H34 -5.202 1.360 -1.968
H35 -6.101 0.911 -3.446
C17 -5.885 8.267 -6.514
C18 -4.798 8.297 -5.431
C19 -4.675 6.878 -4.865
S7 -5.161 5.768 -6.197
O15 -6.359 5.068 -5.808
O16 -4.009 5.044 -6.672
C20 -5.581 7.048 -7.378
H36 -5.892 9.180 -7.107
H37 -6.869 8.158 -6.054
H38 -3.848 8.600 -5.876
H39 -5.032 9.010 -4.642
H40 -3.663 6.621 -4.565
H41 -5.362 6.702 -4.039
H42 -6.419 6.702 -7.979
H43 -4.704 7.203 -8.006
C21 2.010 5.759 4.788
C22 3.307 6.096 4.038
C23 4.404 5.180 4.595
S8 3.559 3.682 5.153
O17 3.733 3.580 6.575
O18 3.956 2.611 4.269
C24 1.899 4.241 4.795
H44 1.133 6.206 4.323
H45 2.073 6.128 5.815
H46 3.172 5.904 2.971
H47 3.581 7.146 4.151
H48 5.141 4.892 3.849
H49 4.901 5.607 5.463
H50 1.223 3.868 5.560
H51 1.620 3.843 3.821
C25 6.618 -4.163 -4.266
C26 6.265 -5.181 -5.361
C27 5.936 -6.506 -4.664
S9 5.306 -6.063 -3.033
O19 6.211 -6.566 -2.034
O20 3.900 -6.362 -2.970
C28 5.536 -4.297 -3.201
H52 6.664 -3.147 -4.655
H53 7.593 -4.402 -3.836
H54 5.393 -4.830 -5.916
H55 7.079 -5.307 -6.074
H56 5.170 -7.083 -5.174
H57 6.821 -7.120 -4.507
H58 5.802 -3.893 -2.227
H59 4.585 -3.880 -3.530

Löwdin population analysis, charges in e, atoms 1 to 6: -0.143, 0.440, -0.182, -0.215, 0.436, -0.385